The following is a DFT calculation (ωB97M-V with the def2-TZVPD basis set) of 3 unconnected molecules or ions with the total composition C28H36BrN3O3 at a distorted geometry.

Kohn-Sham gap = 9.605 eV
structure (SMILES) = C#C[C@](CCCCCOCC)(O[C@H](Br)COC)c1cccnc1.c1ccncc1.c1ccncc1
LUMO level = 0.51 eV
E = -4052.273049 a.u.
HOMO energy = -0.334 hartree

The geometry in ORCA input format:
```
! RIJCOSX wB97M-V def2-TZVPD def2/J DEFGRID3
* xyz 0 1
C 0.687 4.179 2.853
C 0.194 3.560 1.919
C -0.347 2.727 0.671
C 0.631 3.111 -0.531
C 0.990 1.929 -1.526
C 2.028 2.492 -2.638
C 1.347 2.852 -4.020
C 0.660 4.307 -4.012
O 1.406 5.239 -3.218
C 0.645 6.447 -2.950
C 0.748 6.906 -1.434
O -1.721 3.115 0.542
C -2.256 3.032 -0.764
Br -2.421 4.825 -1.661
C -3.786 2.555 -0.569
O -4.416 2.555 -1.867
C -5.096 1.265 -1.971
C -0.121 1.204 1.086
C 1.047 0.847 1.948
C 1.086 -0.619 2.226
C 0.051 -1.499 1.663
N -1.022 -1.225 0.829
C -1.017 0.144 0.602
H 1.474 4.644 3.504
H 0.310 3.993 -1.153
H 1.616 3.422 -0.045
H 1.545 1.065 -1.039
H 0.119 1.516 -2.114
H 2.665 3.321 -2.203
H 2.754 1.637 -2.853
H 2.156 2.919 -4.824
H 0.593 2.100 -4.391
H -0.410 4.146 -3.680
H 0.598 4.701 -5.085
H -0.423 6.316 -3.312
H 1.138 7.262 -3.581
H 0.267 6.151 -0.740
H 0.246 7.920 -1.356
H 1.842 7.045 -1.147
H -1.794 2.255 -1.437
H -4.340 3.335 0.050
H -3.740 1.544 -0.071
H -5.820 1.227 -2.838
H -5.708 1.139 -1.025
H -4.273 0.484 -2.062
H 1.823 1.541 2.359
H 1.906 -1.049 2.868
H 0.133 -2.594 1.954
H -1.857 0.500 -0.078
N 1.812 -4.224 2.198
C 2.529 -4.155 3.328
C 3.696 -4.869 3.548
C 4.149 -5.710 2.544
C 3.426 -5.803 1.364
C 2.273 -5.044 1.240
H 2.134 -3.486 4.086
H 4.235 -4.771 4.481
H 5.057 -6.287 2.678
H 3.750 -6.449 0.559
H 1.676 -5.080 0.335
N -2.280 -5.995 1.373
C -1.041 -5.945 1.881
C -0.352 -7.057 2.341
C -0.981 -8.291 2.278
C -2.263 -8.368 1.758
C -2.864 -7.198 1.321
H -0.592 -4.958 1.912
H 0.650 -6.958 2.740
H -0.476 -9.183 2.629
H -2.785 -9.314 1.693
H -3.866 -7.207 0.903
*
```

Atomic partial charges in e from the Mulliken method, atoms 1 to 8: -0.167 -1.599 2.470 0.073 -0.041 -0.843 -0.749 -0.173


The following is a DFT calculation (ωB97M-V with the def2-TZVPD basis set) of a molecular structure, C28H36F5N3O11PS2 at a distorted geometry.

Kohn-Sham gap = 7.180 eV
LUMO level = 0.82 eV
E = -3717.749469 a.u.
HOMO energy = -0.234 hartree

The geometry in ORCA input format:
```
! RIJCOSX wB97M-V def2-TZVPD def2/J DEFGRID3
* xyz -1 1
C 3.977 4.242 -1.072
C 3.010 4.665 -0.002
C 2.669 5.990 0.198
C 1.772 6.356 1.179
C 1.183 5.386 1.970
C 1.489 4.052 1.784
C 0.841 2.973 2.636
C 0.664 1.640 1.953
C 0.027 1.451 0.713
C -0.667 2.607 0.054
C -1.697 3.354 0.956
C -2.451 2.500 1.969
N -3.132 1.339 1.361
C 0.032 0.175 0.111
P -0.580 -0.014 -1.614
O -0.006 1.046 -2.453
O -2.171 0.045 -1.594
O -0.202 -1.450 -2.165
C 0.542 -0.928 0.797
O 0.519 -2.184 0.264
C -0.483 -3.048 0.870
C -1.505 -3.572 -0.133
C -1.114 -4.982 -0.667
C -2.887 -3.602 0.524
C -4.031 -3.868 -0.447
C -5.343 -3.997 0.329
C -4.190 -2.791 -1.520
C 1.136 -0.746 2.026
C 1.200 0.527 2.560
C 1.946 0.401 3.858
O 1.995 1.130 4.807
N 2.581 -0.891 3.851
C 4.006 -0.844 3.609
O 4.566 -2.127 3.859
C 5.307 -2.635 2.848
F 4.606 -2.759 1.704
F 6.384 -1.863 2.574
F 5.741 -3.847 3.220
C 1.823 -1.707 2.927
O 1.767 -2.897 2.966
C 2.408 3.711 0.807
H 5.014 4.382 -0.775
H 3.769 4.794 -1.987
H 3.824 3.192 -1.311
H 3.105 6.757 -0.430
H 1.501 7.390 1.328
H 0.469 5.687 2.727
H -0.108 3.349 3.014
H 1.468 2.852 3.514
H 0.051 3.333 -0.320
H -1.205 2.286 -0.820
H -1.244 4.222 1.428
H -2.448 3.754 0.272
H -3.199 3.153 2.427
H -1.812 2.140 2.773
H -3.130 1.409 0.352
H -4.098 1.320 1.655
H -2.384 0.777 -2.197
H 0.698 -1.682 -1.894
H -1.002 -2.504 1.661
H 0.062 -3.853 1.355
H -1.578 -2.917 -0.992
H -0.938 -4.939 -1.738
H -0.186 -5.301 -0.197
H -1.891 -5.704 -0.432
H -2.923 -4.388 1.288
H -3.079 -2.660 1.045
H -3.889 -4.818 -0.967
H -5.354 -4.914 0.917
H -6.196 -4.026 -0.348
H -5.491 -3.144 0.992
H -4.512 -1.844 -1.087
H -4.976 -3.105 -2.210
H -3.303 -2.650 -2.132
H 4.446 -0.121 4.291
H 4.232 -0.513 2.589
H 2.674 2.676 0.631
N 1.069 -0.918 -6.696
S 0.152 0.291 -6.232
O -0.946 -0.048 -5.382
O -0.068 1.313 -7.208
F 1.182 0.972 -5.235
S 0.394 -1.932 -7.695
O 1.163 -3.131 -7.805
O -0.143 -1.366 -8.892
F -0.903 -2.412 -6.896
*
```

Atomic partial charges in e from the Mulliken method, atoms 1 to 8: -1.647 0.593 -0.529 -0.984 -0.497 0.652 -1.703 0.698


The following is a DFT calculation (ωB97M-V with the def2-TZVPD basis set) of C28H36N4O5 in the gas phase at a distorted geometry.

Kohn-Sham gap = 9.835 eV
structure (SMILES) = CC[C@@H](C)[C@H](NC(=O)OCc1ccccc1)c1nnc([C@@H](NC(=O)OCc2ccccc2)[C@@H](C)CC)o1
LUMO level = 0.66 eV
E = -1683.858203 a.u.
HOMO energy = -0.337 hartree
ΔE to the lowest compared entry with this formula, charge and spin = 0.00 kJ/mol

The geometry in ORCA input format:
```
! RIJCOSX wB97M-V def2-TZVPD def2/J DEFGRID3
* xyz 0 1
C -6.572 -3.566 0.060
H -6.148 -3.984 -0.849
H -6.851 -4.392 0.710
C -5.574 -2.661 0.773
H -4.644 -3.201 0.958
H -5.989 -2.376 1.741
C -5.253 -1.384 -0.011
C -4.655 -1.695 -1.382
H -3.843 -2.413 -1.284
H -4.266 -0.797 -1.859
H -5.410 -2.118 -2.039
H -6.175 -0.808 -0.146
C -4.301 -0.500 0.817
N -4.317 0.869 0.347
C -3.646 1.819 1.059
O -3.331 1.708 2.215
O -3.438 2.907 0.294
C -2.672 3.962 0.893
C -1.199 3.733 0.671
C -0.587 4.185 -0.491
C 0.760 3.953 -0.709
C 1.505 3.263 0.232
C 0.898 2.794 1.386
C -0.450 3.026 1.604
H -0.930 2.658 2.499
H 1.483 2.247 2.109
H 2.558 3.086 0.074
H 1.229 4.316 -1.612
H -1.170 4.727 -1.224
H -3.011 4.875 0.399
H -2.901 4.000 1.962
H -4.367 1.020 -0.649
C -2.900 -1.023 0.802
N -2.464 -2.174 1.189
N -1.127 -2.177 0.993
C -0.814 -1.024 0.502
O -1.899 -0.238 0.343
C 0.529 -0.543 0.094
N 1.538 -1.472 0.538
C 2.606 -1.051 1.255
O 2.878 0.102 1.476
O 3.346 -2.106 1.659
C 4.590 -1.764 2.265
C 5.530 -1.096 1.294
C 5.541 -1.481 -0.040
C 6.389 -0.862 -0.940
C 7.241 0.142 -0.513
C 7.238 0.526 0.817
C 6.383 -0.087 1.716
H 6.373 0.224 2.751
H 7.898 1.311 1.155
H 7.903 0.627 -1.216
H 6.385 -1.164 -1.978
H 4.876 -2.266 -0.370
H 4.998 -2.718 2.612
H 4.411 -1.108 3.124
H 1.299 -2.451 0.554
H 0.728 0.419 0.589
C 0.582 -0.306 -1.437
C 0.223 -1.579 -2.200
H 0.229 -1.392 -3.270
H -0.767 -1.937 -1.925
H 0.943 -2.364 -1.983
C 1.970 0.215 -1.826
C 1.969 0.939 -3.166
H 1.665 0.278 -3.974
H 2.966 1.311 -3.390
H 1.286 1.786 -3.138
H 2.319 0.900 -1.054
H 2.670 -0.622 -1.861
H -0.160 0.471 -1.657
H -4.631 -0.484 1.864
H -7.474 -3.015 -0.199
*
```

Atomic partial charges in e from the Mulliken method, atoms 1 to 8: -1.423 0.332 0.422 -0.520 0.289 0.390 0.159 -1.829


The following is a DFT calculation (ωB97M-V with the def2-TZVPD basis set) of 8 unconnected molecules or ions with the total composition C28H37BF8N2O21 at a distorted geometry.

Kohn-Sham gap = 9.611 eV
structure (SMILES) = [H]/N=C(\C)CB(F)NCCCC.O=C1OC[C@@H](F)O1.O=C1OC[C@@H](F)O1.O=C1OC[C@@H](F)O1.O=C1OC[C@@H](F)O1.O=C1OC[C@@H](F)O1.O=C1OC[C@@H](F)O1.O=C1OC[C@@H](F)O1
LUMO level = 0.16 eV
E = -3602.639056 a.u.
HOMO energy = -0.347 hartree

The geometry in ORCA input format:
```
! RIJCOSX wB97M-V def2-TZVPD def2/J DEFGRID3
* xyz 0 1
C -0.637 -3.445 0.742
C -0.825 -2.817 -0.629
C -1.082 -1.321 -0.579
C -2.262 -0.913 0.297
N -3.274 -0.121 -0.446
B -4.636 -0.474 -0.007
F -5.257 0.396 0.712
C -5.258 -1.862 -0.453
C -6.714 -2.097 -0.201
C -7.279 -3.303 -0.911
N -7.404 -1.357 0.548
H 0.039 -2.865 1.359
H -1.608 -3.547 1.206
H -0.214 -4.430 0.653
H -1.656 -3.326 -1.118
H 0.050 -3.037 -1.221
H -0.184 -0.871 -0.177
H -1.181 -0.960 -1.598
H -2.694 -1.788 0.776
H -1.890 -0.279 1.092
H -3.250 -0.401 -1.424
H -4.706 -2.702 -0.045
H -5.120 -1.925 -1.530
H -8.319 -3.456 -0.676
H -6.679 -4.156 -0.624
H -7.128 -3.148 -1.970
H -8.357 -1.716 0.561
C 4.271 -6.353 1.757
C 2.933 -6.663 2.382
O 2.093 -5.675 1.807
C 2.621 -5.353 0.588
O 2.050 -4.748 -0.255
O 3.888 -5.822 0.482
F 2.949 -6.502 3.727
H 4.813 -5.592 2.316
H 4.903 -7.230 1.640
H 2.539 -7.653 2.149
C 5.044 -1.010 1.903
C 3.895 -1.909 2.288
O 4.547 -3.154 2.509
C 5.822 -2.876 2.898
O 6.550 -3.665 3.406
O 6.134 -1.588 2.637
F 2.999 -2.049 1.287
H 5.257 -1.064 0.835
H 4.893 0.027 2.187
H 3.371 -1.613 3.198
C -1.720 3.030 0.111
C -1.295 4.187 0.977
O 0.123 4.149 0.865
C 0.409 3.602 -0.350
O 1.473 3.664 -0.879
O -0.677 3.003 -0.876
F -1.642 4.011 2.273
H -1.729 2.088 0.660
H -2.690 3.181 -0.350
H -1.657 5.159 0.642
C 3.253 3.928 -3.445
C 4.350 2.995 -3.895
O 4.218 3.022 -5.306
C 3.689 4.236 -5.642
O 3.679 4.690 -6.735
O 3.185 4.852 -4.542
F 4.155 1.729 -3.454
H 2.299 3.414 -3.340
H 3.480 4.443 -2.517
H 5.358 3.314 -3.622
C -9.046 0.923 -1.611
C -8.803 0.377 -2.996
O -10.031 -0.258 -3.295
C -11.008 0.398 -2.595
O -12.169 0.294 -2.800
O -10.454 1.185 -1.638
F -7.808 -0.550 -3.011
H -8.824 0.186 -0.839
H -8.485 1.830 -1.405
H -8.594 1.133 -3.754
C 10.119 -2.060 5.165
C 8.741 -1.797 5.720
O 8.537 -0.430 5.402
C 9.270 -0.166 4.280
O 9.135 0.790 3.594
O 10.166 -1.159 4.054
F 8.700 -1.952 7.067
H 10.899 -1.799 5.883
H 10.260 -3.086 4.838
H 7.950 -2.395 5.265
C -0.417 7.199 -2.928
C -0.816 8.008 -1.717
O -2.122 7.522 -1.440
C -2.180 6.239 -1.897
O -3.022 5.453 -1.610
O -1.132 5.975 -2.711
F -0.882 9.331 -1.986
H -0.761 7.662 -3.853
H 0.652 7.018 -2.992
H -0.183 7.854 -0.841
*
```

Atomic partial charges in e from the Mulliken method, atoms 1 to 8: -1.029 -0.658 -0.711 -0.395 -0.212 0.187 -0.228 -0.564


The following is a DFT calculation (ωB97M-V with the def2-TZVPD basis set) of a molecular structure, C28H37ClN4P2W at a distorted geometry.

Kohn-Sham gap (spin up / spin down) = 5.159 / 3.097 eV
LUMO level (spin up / spin down) = -7.05 / -9.11 eV
E = -2517.290996 a.u.
HOMO energy (spin up / spin down) = -0.449 / -0.449 hartree
⟨S²⟩ = 2.02
ΔE to the lowest compared entry with this formula, charge and spin = 0.00 kJ/mol

The geometry in ORCA input format:
```
! RIJCOSX wB97M-V def2-TZVPD def2/J DEFGRID3
* xyz 2 3
W -0.467 0.055 -0.749
C 0.849 -1.655 -0.891
C 0.450 -1.206 -2.205
C -0.641 -1.881 -2.978
C -2.070 -1.334 -2.765
C -2.300 -0.757 -1.401
C -1.878 -1.452 -0.193
C -1.295 -2.836 -0.196
C 0.248 -2.880 -0.292
C -1.183 1.010 0.919
H 1.886 -1.480 -0.626
H 1.159 -0.621 -2.786
H -0.613 -2.977 -2.833
H -0.389 -1.693 -4.031
H -2.256 -0.557 -3.524
H -2.813 -2.123 -3.004
H -3.093 -0.017 -1.304
H -2.420 -1.201 0.717
H -1.779 -3.479 -0.950
H -1.548 -3.292 0.780
H 0.637 -3.028 0.729
H 0.587 -3.760 -0.868
H -0.457 0.881 1.722
H -2.178 0.696 1.234
H -1.195 2.061 0.612
P -5.573 -1.815 -5.698
P -2.595 -1.903 -7.256
N -6.554 -2.903 -4.703
N -7.005 -0.983 -6.468
N -1.961 -3.493 -6.816
N -1.592 -1.702 -8.727
C -5.237 -3.001 -7.098
C -4.140 -2.535 -8.082
C -6.335 -3.090 -3.327
C -7.241 -4.022 -2.847
C -8.056 -4.433 -3.952
C -7.592 -3.763 -5.077
C -7.200 0.407 -6.438
C -8.330 0.728 -7.192
C -8.865 -0.503 -7.693
C -8.014 -1.519 -7.271
C -1.426 -3.733 -5.545
C -1.143 -5.084 -5.410
C -1.523 -5.712 -6.637
C -2.056 -4.727 -7.458
C -1.209 -2.628 -9.706
C -0.667 -1.947 -10.795
C -0.721 -0.544 -10.485
C -1.295 -0.420 -9.227
H -6.160 -3.172 -7.675
H -4.954 -3.958 -6.629
H -3.911 -3.359 -8.780
H -4.494 -1.681 -8.685
H -5.546 -2.538 -2.827
H -7.330 -4.378 -1.828
H -8.896 -5.119 -3.926
H -7.908 -3.844 -6.106
H -6.519 1.041 -5.893
H -8.726 1.715 -7.382
H -9.761 -0.644 -8.286
H -8.040 -2.569 -7.514
H -1.309 -2.914 -4.865
H -0.720 -5.560 -4.529
H -1.411 -6.757 -6.897
H -2.511 -4.804 -8.436
H -1.335 -3.683 -9.552
H -0.289 -2.399 -11.699
H -0.383 0.260 -11.123
H -1.523 0.453 -8.636
Cl 2.108 0.683 0.995
C 1.420 1.054 -0.601
H 1.192 2.119 -0.630
H 2.165 0.804 -1.361
*
```

Atomic partial charges in e from the Mulliken method, atoms 1 to 8: 1.192 -0.790 -0.828 -0.437 0.007 -0.774 -0.581 -1.035


The following is a DFT calculation (ωB97M-V with the def2-TZVPD basis set) of a molecular structure, C28H37HfN2O2P at a distorted geometry.

Kohn-Sham gap = 4.418 eV
LUMO level = -7.98 eV
E = -1737.820916 a.u.
HOMO energy = -0.456 hartree

The geometry in ORCA input format:
```
! RIJCOSX wB97M-V def2-TZVPD def2/J DEFGRID3
* xyz 2 1
C -2.783 -4.549 -0.755
C -1.494 -4.651 -0.283
C -0.624 -3.551 -0.322
C -0.972 -2.313 -0.879
C -2.315 -2.242 -1.315
C -3.184 -3.335 -1.261
C 0.769 -3.729 0.252
C 1.894 -3.084 -0.463
N 1.883 -2.741 -1.942
Hf 1.072 -1.106 -0.808
C -2.850 -0.948 -1.878
P -1.509 -0.002 -2.653
H -1.144 -5.580 0.145
H -4.184 -3.163 -1.635
H -3.486 -5.363 -0.697
H -3.293 -0.321 -1.066
H -3.558 -1.096 -2.726
H 0.763 -3.395 1.321
H 1.089 -4.787 0.295
H 2.895 -1.179 0.047
C -2.120 1.681 -2.730
C -0.944 -0.722 -4.187
H 2.877 -3.418 -0.089
C 1.069 -3.682 -2.813
C 3.330 -2.838 -2.417
H -0.583 0.404 -1.682
H 1.735 -4.348 -3.396
H 0.420 -4.351 -2.230
H 0.491 -3.070 -3.528
H 3.496 -3.726 -3.069
H 3.647 -1.946 -3.002
H 4.020 -3.019 -1.564
H -1.799 -0.469 -4.841
H -0.024 -0.211 -4.525
H -0.775 -1.816 -4.133
H -2.925 1.626 -3.479
H -2.398 1.931 -1.684
H -1.243 2.287 -3.003
H 3.102 -0.509 -0.103
C -2.874 4.318 1.356
C -1.512 4.013 0.773
C -1.241 4.447 -0.520
C -0.018 4.167 -1.141
C 0.947 3.457 -0.441
C 0.696 3.008 0.872
N 1.653 2.197 1.444
C 1.893 1.841 2.778
C 2.675 2.682 3.626
C 2.853 2.341 4.972
C 2.262 1.150 5.454
C 1.533 0.321 4.587
C 1.405 0.612 3.231
C 0.463 -0.113 2.312
O -0.708 -0.195 2.724
O 0.866 -0.556 1.111
C -0.525 3.342 1.518
C -0.794 2.967 2.927
H -3.411 3.417 1.684
H -2.786 4.991 2.220
H -3.499 4.824 0.608
H -2.000 5.049 -1.043
H 0.173 4.530 -2.159
H 1.914 3.229 -0.904
H 2.323 1.794 0.799
H 3.156 3.616 3.263
H 3.427 2.979 5.675
H 2.378 0.869 6.515
H 1.043 -0.574 4.942
H -0.889 1.889 3.059
H -0.008 3.333 3.592
H -1.741 3.389 3.264
*
```

Atomic partial charges in e from the Mulliken method, atoms 1 to 8: -1.013 -0.882 -0.399 1.172 0.517 -0.628 -1.416 -0.395